(1)
20
Properties=species:S:1:pos:R:3:nbo_charge:R:1 method="wB97M-V/def2-TZVPD" energy_ev=-8365.063 e_lumo_ev=-7.9484 homo_ev=-12.6 charge=+1 multiplicity=1 orbital_gap_ev=4.67
C 0.82 -0.08 0.95 0.175
N 4.61 -0.10 -0.48 -1.099
C -0.44 0.58 0.70 -0.242
N -0.60 0.82 -0.82 -0.403
C -1.50 -0.28 -1.29 -0.269
C -2.47 -0.52 -0.10 -0.401
C -1.64 -0.29 1.20 -0.360
H 1.55 0.48 1.53 0.238
H 0.88 -1.16 0.89 0.223
H 3.71 -0.36 -0.16 0.340
H 5.38 -0.44 0.07 0.383
H -0.52 1.58 1.15 0.250
H 0.36 0.57 -1.10 0.363
H 4.76 0.81 -0.89 0.383
H -0.99 -1.21 -1.53 0.207
H -2.12 0.02 -2.13 0.259
H -3.25 0.23 -0.14 0.231
H -2.83 -1.54 -0.04 0.246
H -2.27 0.14 1.97 0.271
H -1.11 -1.24 1.33 0.206



(2)
20
Properties=species:S:1:pos:R:3:nbo_charge:R:1 method="wB97M-V/def2-TZVPD" energy_ev=-8367.390 e_lumo_ev=-4.0756 homo_ev=-14.2 charge=+1 multiplicity=1 orbital_gap_ev=10.09 smiles="CC(C)(N)CC=[NH2+]"
C 1.55 1.04 -0.12 -0.651
C 0.42 0.05 0.05 0.203
C 0.90 -1.48 -0.11 -0.643
N -0.17 0.22 1.37 -0.849
C -0.81 0.30 -1.12 -0.554
C -1.83 -0.32 -0.53 0.226
N -2.32 0.05 0.60 -0.612
H 1.24 2.17 0.05 0.237
H 1.81 0.80 -1.23 0.235
H 2.41 0.86 0.51 0.244
H 1.50 -1.67 0.84 0.226
H 1.70 -1.56 -0.77 0.239
H 0.12 -2.19 -0.26 0.219
H 0.35 0.89 1.80 0.380
H -0.06 -0.60 1.92 0.381
H -0.53 -0.09 -2.17 0.276
H -1.04 1.41 -1.29 0.281
H -2.25 -1.29 -1.00 0.248
H -2.89 -0.63 1.15 0.435
H -2.09 0.92 1.20 0.477



(3)
20
Properties=species:S:1:pos:R:3:nbo_charge:R:1 method="wB97M-V/def2-TZVPD" energy_ev=-8368.424 e_lumo_ev=-2.9467 homo_ev=-14.1 charge=+1 multiplicity=1 orbital_gap_ev=11.18
C 2.92 0.69 -0.29 -0.443
C 1.12 2.05 -0.82 0.014
N 1.44 0.90 -0.35 -0.473
H 3.23 0.83 0.75 0.225
H 3.43 1.38 -0.97 0.208
H 3.16 -0.33 -0.61 0.211
H 0.08 2.30 -0.96 0.188
H 1.87 2.84 -1.00 0.182
C -1.92 -1.01 1.72 -0.674
C -1.66 -0.87 0.25 0.157
C -2.37 -0.32 -0.75 -0.376
N -0.26 -1.21 -0.11 -0.751
H -2.94 -0.65 1.91 0.259
H -1.90 -2.07 2.00 0.241
H -1.22 -0.43 2.31 0.240
H -1.87 -0.34 -1.70 0.200
H -3.38 0.07 -0.72 0.251
H 0.24 -1.73 0.63 0.433
H 0.32 -0.32 -0.34 0.473
H -0.27 -1.80 -0.96 0.435



(4)
20
Properties=species:S:1:pos:R:3:mulliken_spin:R:1 method="wB97M-V/def2-TZVPD" energy_ev=-8356.604 e_lumo_ev="-8.3663 / -12.2589" homo_ev="-20.0 / -20.9" charge=+2 multiplicity=2 orbital_gap_ev="11.68 / 8.63" s2=0.7594
C -0.03 -1.48 1.92 0.001
C -0.14 -0.24 1.05 0.009
C 0.87 -0.30 -0.10 0.032
C 0.66 0.64 -1.39 0.184
C 1.30 1.86 -1.38 0.438
N -0.46 0.32 -2.13 0.271
N -1.64 -0.06 0.68 0.003
H -0.50 -2.33 1.41 0.000
H -0.46 -1.35 2.91 0.000
H 1.02 -1.70 2.10 0.000
H 0.06 0.68 1.61 0.002
H 1.82 0.12 0.23 0.002
H 1.09 -1.32 -0.43 0.005
H 2.16 1.90 -0.72 0.031
H 1.10 2.70 -2.04 0.023
H -0.67 1.09 -2.78 -0.010
H -0.33 -0.59 -2.58 0.009
H -1.96 0.80 1.12 -0.001
H -1.66 0.13 -0.33 0.001
H -2.23 -0.88 0.87 -0.001



(5)
20
Properties=species:S:1:pos:R:3:mulliken_spin:R:1 method="wB97M-V/def2-TZVPD" energy_ev=-8354.640 e_lumo_ev="-8.9597 / -13.3553" homo_ev="-20.5 / -20.5" charge=+2 multiplicity=2 orbital_gap_ev="11.58 / 7.14" s2=0.7584
C 2.39 -1.27 -0.13 -0.001
C 0.64 -2.19 -1.51 -0.001
N 1.05 -1.25 -0.75 0.032
H 2.26 -1.40 0.95 0.000
H 2.92 -0.36 -0.40 0.001
H 2.91 -2.18 -0.42 0.003
H 1.30 -3.02 -1.72 0.003
H -0.31 -2.09 -2.02 0.000
H 0.41 -0.46 -0.53 -0.011
C -1.42 1.24 2.05 0.012
C -1.57 0.59 0.69 0.084
C -0.59 1.95 -1.08 -0.042
N -0.49 1.03 -0.26 0.729
H -2.26 1.01 2.71 0.009
H -0.43 1.09 2.46 0.000
H -1.55 2.32 1.88 -0.002
H -2.56 0.73 0.23 0.045
H -1.38 -0.48 0.81 0.013
H -1.53 2.52 -1.22 0.073
H 0.23 2.22 -1.75 0.053



(6)
21
Properties=species:S:1:pos:R:3:nbo_charge:R:1 method="wB97M-V/def2-TZVPD" energy_ev=-10422.478 e_lumo_ev=4.1064 homo_ev=-2.7 charge=-1 multiplicity=1 orbital_gap_ev=6.84
C 2.77 1.31 1.08 -0.428
N 2.32 1.87 -0.20 -0.687
C 1.92 0.74 -1.08 0.116
O 0.83 0.07 -0.60 -1.001
H 2.02 0.60 1.50 0.190
H 3.01 2.07 1.85 0.163
H 3.65 0.69 0.91 0.169
H 1.51 2.44 -0.01 0.335
H 2.80 0.04 -1.08 0.079
H 1.72 1.18 -2.09 0.090
C -2.33 0.44 0.87 -0.650
C -2.54 -0.89 0.20 -0.328
C -1.53 -1.64 -0.26 0.019
N -1.71 -2.83 -1.02 -0.843
H -1.27 0.69 0.73 0.267
H -2.91 1.25 0.40 0.187
H -2.48 0.50 1.97 0.180
H -3.57 -1.23 0.00 0.152
H -0.49 -1.42 -0.07 0.266
H -1.02 -2.96 -1.76 0.376
H -2.69 -2.91 -1.33 0.349



(7)
21
Properties=species:S:1:pos:R:3:nbo_charge:R:1 method="wB97M-V/def2-TZVPD" energy_ev=-10422.687 e_lumo_ev=4.0568 homo_ev=-2.4 charge=-1 multiplicity=1 orbital_gap_ev=6.43 smiles=CN[C@H](CN)CC[O-]
C 2.15 1.33 0.17 -0.414
N 1.61 -0.03 0.03 -0.651
C 0.12 -0.06 0.03 -0.073
C -0.35 -1.43 0.44 -0.240
N 0.09 -1.74 1.81 -0.869
C -0.50 0.37 -1.27 -0.442
C -2.07 0.64 -1.11 -0.008
O -2.48 0.80 0.17 -0.969
H 2.15 1.69 1.20 0.158
H 3.16 1.31 -0.24 0.175
H 1.56 1.97 -0.45 0.198
H 1.87 -0.63 0.80 0.359
H -0.24 0.61 0.82 0.192
H -0.04 -2.21 -0.26 0.165
H -1.44 -1.33 0.39 0.224
H -0.35 -2.60 2.11 0.349
H -0.16 -0.95 2.39 0.358
H -0.01 1.27 -1.65 0.172
H -0.27 -0.35 -2.08 0.170
H -2.54 -0.23 -1.62 0.064
H -2.26 1.56 -1.70 0.083



(8)
21
Properties=species:S:1:pos:R:3:mulliken_spin:R:1 method="wB97M-V/def2-TZVPD" energy_ev=-10415.901 e_lumo_ev="6.9295 / 6.8838" homo_ev="4.4 / 0.3" charge=-2 multiplicity=2 orbital_gap_ev="2.58 / 6.59" s2=0.7508
C 1.29 0.40 -0.52 0.213
N 1.26 -0.72 -1.41 0.032
C -0.01 -0.73 -2.23 3.067
N -1.30 -0.84 -1.53 -0.106
C 1.21 -0.02 1.05 0.426
C 0.31 0.96 1.74 -0.047
C -1.35 0.43 1.70 0.017
O -2.03 1.27 0.99 -0.027
H 0.46 1.35 -0.78 -0.059
H 2.10 1.06 -0.91 -0.367
H 1.23 -1.71 -0.91 -0.189
H 0.04 -1.50 -3.07 -1.604
H -0.09 0.33 -2.77 0.010
H -1.69 -1.73 -1.17 -0.262
H -1.65 -0.04 -1.05 0.058
H 0.70 -0.99 0.96 -0.097
H 2.16 -0.30 1.44 -0.084
H 0.06 1.87 1.47 -0.024
H 0.45 1.09 2.84 0.018
H -1.42 -0.66 1.38 0.030
H -1.73 0.48 2.77 -0.006



(9)
21
Properties=species:S:1:pos:R:3:mulliken_spin:R:1 method="wB97M-V/def2-TZVPD" energy_ev=-10421.747 e_lumo_ev="1.0821 / -1.2971" homo_ev="-8.8 / -8.9" charge=0 multiplicity=2 orbital_gap_ev="9.84 / 7.63" s2=0.7652
O 0.79 0.01 0.80 0.299
C 1.38 0.34 -0.23 0.031
C 0.83 0.18 -1.54 0.543
C -0.49 -0.51 -1.74 0.008
C -1.70 0.47 -1.91 0.035
C -1.83 1.40 -0.71 0.024
N -2.23 0.66 0.48 0.006
N 3.09 -2.18 3.79 0.000
H 2.41 0.70 -0.08 0.004
H 1.42 0.33 -2.43 0.029
H -0.74 -1.11 -0.88 0.005
H -0.40 -1.17 -2.60 0.023
H -1.50 1.05 -2.82 0.000
H -2.58 -0.17 -2.01 0.001
H -2.59 2.17 -0.91 0.003
H -0.87 1.90 -0.61 -0.009
H -1.49 0.48 1.14 0.000
H -3.03 1.06 0.93 -0.001
H 2.17 -2.42 3.49 0.000
H 3.10 -1.81 4.71 0.000
H 3.58 -3.07 3.82 0.000



(10)
21
Properties=species:S:1:pos:R:3:mulliken_spin:R:1 method="wB97M-V/def2-TZVPD" energy_ev=-10420.593 e_lumo_ev="1.0310 / -0.5708" homo_ev="-8.5 / -8.5" charge=0 multiplicity=2 orbital_gap_ev="9.52 / 7.95" s2=0.7537
C 2.20 -0.15 0.49 0.811
O 0.91 1.72 1.94 0.110
C 1.12 -0.91 -0.23 -0.079
C 0.53 -0.16 -1.44 0.000
C -0.69 0.68 -1.01 0.012
N -1.87 -0.38 1.37 0.000
C -2.50 -0.54 0.28 -0.001
N -1.91 -0.12 -0.89 0.000
H 2.84 0.31 -0.27 0.025
H 2.86 -0.77 1.10 0.026
H 1.43 1.05 1.43 -0.013
H 1.39 -1.94 -0.51 0.076
H 0.27 -1.18 0.41 0.046
H 0.30 -0.84 -2.26 0.000
H 1.23 0.57 -1.84 0.000
H -0.57 1.25 -0.10 -0.004
H -0.96 1.39 -1.80 -0.001
H -2.27 -0.78 2.20 0.000
H 1.51 2.05 2.62 -0.009
H -3.57 -0.75 0.26 0.000
H -2.24 -0.51 -1.75 0.000



(11)
21
Properties=species:S:1:pos:R:3:nbo_charge:R:1 method="wB97M-V/def2-TZVPD" energy_ev=-10416.173 e_lumo_ev=-3.3910 homo_ev=-13.8 charge=+1 multiplicity=1 orbital_gap_ev=10.42 smiles="C[C@H](C=O)NCC[NH3+]"
C -0.61 1.99 -1.39 -0.639
C 0.40 0.88 -1.26 -0.171
C 0.07 -0.53 -1.68 0.428
O -1.06 -0.98 -1.72 -0.535
N 0.98 0.72 0.10 -0.617
C -0.05 0.34 1.08 -0.292
C 0.32 -0.91 1.85 -0.214
N -0.10 -2.17 1.05 -0.699
H -1.31 2.02 -0.54 0.213
H -0.09 2.94 -1.41 0.233
H -1.17 1.96 -2.32 0.247
H 1.26 1.14 -1.88 0.234
H 0.92 -1.18 -1.93 0.139
H 1.31 1.64 0.38 0.388
H -0.32 1.13 1.78 0.239
H -1.03 0.21 0.59 0.218
H 1.39 -1.00 1.98 0.241
H -0.26 -0.94 2.77 0.233
H 0.73 -2.74 0.92 0.448
H -0.48 -1.84 0.15 0.458
H -0.89 -2.66 1.47 0.447



(12)
21
Properties=species:S:1:pos:R:3:nbo_charge:R:1 method="wB97M-V/def2-TZVPD" energy_ev=-10411.593 e_lumo_ev="-3.7006 / -3.7475" homo_ev="-12.9 / -11.9" charge=+1 multiplicity=1 orbital_gap_ev="9.24 / 8.19"
C -1.07 1.56 0.07 -0.314
C 0.31 2.10 0.50 -0.237
C 1.27 -0.13 0.02 0.276
C -1.90 -0.60 -0.71 -0.478
C 0.91 -2.39 -0.33 -0.260
N -0.99 0.53 -0.90 -0.292
N 1.22 0.98 0.82 -0.541
O 0.89 -1.34 0.50 -0.463
H -1.64 1.32 0.91 0.191
H -1.54 2.33 -0.52 0.263
H 0.69 2.66 -0.40 0.244
H 0.31 2.81 1.38 0.251
H 1.63 -0.01 -0.93 0.201
H -2.00 -1.34 -1.50 0.229
H -1.45 -1.02 0.21 0.205
H -2.96 -0.20 -0.51 0.221
H 1.43 -3.19 0.05 0.213
H 1.12 -2.15 -1.43 0.199
H -0.18 -2.73 -0.49 0.197
H 2.12 1.46 0.79 0.445
H 1.26 0.67 1.76 0.450



We obtain relative energy (zero: lowest compared OMol25 entry of this formula, charge and spin) values of 132.53, 78.88, 55.02, 41.87, 87.16, 28.16, 23.34, 75.32, 12.40, 39.03, 46.66, 152.28 kcal/mol for the records listed above, in that order.